The following is a DFT calculation (ωB97M-V/def2-TZVPD) of an isolated molecule of C4H9N3O.

Structure (ORCA input):
```
! wB97M-V def2-TZVPD RIJCOSX def2/J DEFGRID3
* xyz 0 1
N 0.5213 -0.7960 -1.4764
O 1.1096 -0.8953 0.8598
N 0.7591 1.7613 -1.4553
N -2.0291 0.2262 -0.8315
H -1.3988 0.2781 1.1489
H -3.0146 0.3002 -0.5966
H -1.9210 -0.3307 -1.6659
C -1.2845 -0.3534 0.2585
H 2.0927 -0.5302 2.5676
H 0.4789 0.2204 2.4995
H 0.8423 1.8739 -2.4690
C 0.6903 0.5874 -1.0752
H 1.2802 -1.4354 -1.6597
H -1.5680 -1.3970 0.5032
C 1.3801 -0.0149 1.9333
C 0.2378 -0.4109 -0.1143
H 1.8239 0.9163 1.5732
*
```

The highest occupied orbital energy is -8.7623 eV. For the frontier orbital gap, the calculation gives 9.764 eV.

Table of Löwdin atomic charges, one value per atom, all in e: N 0.164; O -0.098; N 0.168; N 0.002; H 0.113; H 0.075; H 0.065; C -0.189; H 0.090; H 0.083; H 0.065; C -0.329; H 0.115; H 0.121; C -0.076; C -0.464; H 0.095

The following is a DFT calculation (ωB97M-V/def2-TZVPD) of C4H9N3O as an isolated structure.

Structure (ORCA input):
```
! wB97M-V def2-TZVPD RIJCOSX def2/J DEFGRID3
* xyz 0 1
H 0.8655 -1.5777 -0.5099
H -0.9902 -1.6833 -1.4741
N -1.3031 -1.3908 -0.3736
C 0.7976 -0.4186 1.2383
H -2.3496 -1.6641 -0.2917
H 1.3639 2.1855 -0.3763
C -1.3063 -0.0772 -0.0366
N -2.4775 0.5217 -0.0797
H 1.5742 0.2334 1.5743
C 0.0977 0.4090 0.1617
H -2.4203 1.5717 0.2102
H 0.2008 -0.9588 2.1537
O 2.3031 -0.0551 -0.7386
N 0.1909 1.9072 -0.0818
H 2.9698 -0.4573 -0.2174
H -0.6545 2.1655 -1.0222
C 1.1381 -0.7110 -0.1364
*
```

The highest occupied orbital energy is -8.9414 eV. For the frontier orbital gap, the calculation gives 9.508 eV.

Table of Löwdin atomic charges, one value per atom, all in e: H 0.067; H 0.204; N 0.021; C -0.047; H 0.123; H 0.169; C -0.523; N 0.093; H 0.097; C -0.405; H 0.068; H 0.184; O -0.015; N -0.014; H 0.065; H 0.186; C -0.273

The following is a DFT calculation (ωB97M-V/def2-TZVPD) of C4H9N3O as an isolated structure.

Structure (ORCA input):
```
! wB97M-V def2-TZVPD RIJCOSX def2/J DEFGRID3
* xyz 0 1
H -1.6855 -0.1656 1.7820
H 0.3814 2.1826 -1.5711
C -0.2750 1.4189 -1.1708
H -1.3453 1.5445 -1.2822
N -2.1683 -0.5814 1.0024
C -1.4534 -1.0903 -0.0283
N 2.4718 1.1243 0.8388
H -1.3194 -1.9287 -1.7401
N -1.9521 -1.7921 -0.9547
H -3.0719 -0.9975 1.1892
H 0.5662 -0.5763 1.2147
C 0.2466 0.3454 -0.6478
H 3.2155 0.6378 1.3396
H 0.8381 -1.6674 -0.2891
H 2.9008 1.9785 0.4837
O 2.2087 0.3254 -0.3162
C 0.4417 -0.7581 0.1498
*
```

The highest occupied orbital energy (spin up / spin down) is -7.5263 / -7.5252 eV. For the frontier orbital gap (spin up / spin down), the calculation gives 8.269 / 8.268 eV.

Table of Löwdin atomic charges, one value per atom, all in e: H 0.091; H 0.084; C 0.087; H 0.084; N 0.104; C -0.435; N -0.066; H 0.043; N 0.091; H 0.101; H 0.105; C -0.128; H 0.064; H 0.114; H 0.058; O -0.324; C -0.073

The following is a DFT calculation (ωB97M-V/def2-TZVPD) of an isolated molecule of C4H9N3O.

Structure (ORCA input):
```
! wB97M-V def2-TZVPD RIJCOSX def2/J DEFGRID3
* xyz 0 3
H 4.1505 1.2171 0.2004
H -0.6047 -1.1646 0.4959
C -1.4650 -0.7843 -0.0344
H -2.3821 -1.2499 0.4664
C 2.1656 -1.3120 0.2096
N -0.0877 1.1645 -0.4548
C 3.1403 0.7816 0.0355
H 1.6828 -1.1360 1.1528
H -0.0285 2.0078 -1.0923
H -2.2254 1.1469 -0.6306
H -1.7396 -1.1593 -1.0599
N 0.9311 0.8614 0.2537
H 1.4245 -1.9084 -0.5162
H -1.5104 1.2111 0.9571
N 2.0698 1.4875 0.1466
O 3.2266 -0.5510 -0.1928
C -1.4186 0.7192 -0.0152
*
```

The highest occupied orbital energy (spin up / spin down) is -6.0297 / -8.8804 eV. For the frontier orbital gap (spin up / spin down), the calculation gives 7.049 / 8.957 eV. The expectation value of S² is 2.015.

Table of Löwdin atomic charges, one value per atom, all in e: H 0.134; H 0.037; C -0.110; H 0.091; C -0.058; N -0.075; C -0.212; H 0.043; H 0.158; H 0.115; H 0.089; N -0.122; H 0.105; H 0.107; N 0.029; O -0.086; C -0.244

The following is a DFT calculation (ωB97M-V/def2-TZVPD) of an isolated molecule of C4H9N3O2.

Structure (ORCA input):
```
! wB97M-V def2-TZVPD RIJCOSX def2/J DEFGRID3
* xyz 0 1
C -0.7659 -0.5213 2.0802
C 1.1304 0.1558 -1.4651
H -1.1717 0.4889 2.0962
H 1.1431 0.9495 1.5042
O 0.1762 -1.8057 0.2646
C 0.1449 -0.7414 0.8832
O -0.7017 1.7844 -0.6503
H -1.3533 -1.0895 -1.7469
N 1.8481 0.5039 -0.3203
H 1.4854 0.6879 -2.3422
H -0.2095 -0.6892 3.0014
H -2.4395 0.2714 -1.7463
N 1.2363 0.1521 0.8901
C -0.5593 0.6378 -1.0249
H 1.0087 -0.9228 -1.5403
H 2.1159 1.4816 -0.2994
N -1.5100 -0.1031 -1.6251
H -1.5781 -1.2402 2.0411
*
```

The highest occupied orbital energy is -8.1397 eV. For the frontier orbital gap, the calculation gives 8.912 eV.

Table of Löwdin atomic charges, one value per atom, all in e: C -0.001; C -0.080; H 0.079; H 0.139; O 0.024; C -0.535; O 0.027; H 0.099; N -0.069; H 0.114; H 0.087; H 0.113; N 0.051; C -0.506; H 0.081; H 0.129; N 0.165; H 0.084

The following is a DFT calculation (ωB97M-V/def2-TZVPD) of an isolated molecule of C4H9N3O2.

Structure (ORCA input):
```
! wB97M-V def2-TZVPD RIJCOSX def2/J DEFGRID3
* xyz 0 1
H 2.8549 -0.5333 -1.0467
C 1.8445 -0.5407 -0.7279
C -2.5544 -0.6516 -0.3910
H 2.0483 1.1163 0.6542
C 1.4146 0.7919 -0.2109
H -1.5777 1.9839 0.3461
O 1.8019 -1.5744 0.2593
H 0.0715 -0.9357 0.8443
H -1.7162 -0.9786 -0.9927
N -1.9131 -0.3920 0.8104
H 1.5803 1.5755 -1.0013
O -3.7179 -0.6157 -0.6286
N -0.6599 1.9814 -0.1025
H -2.3987 -0.0873 1.6899
H 2.2101 -1.0818 1.0732
H 1.2271 -0.8835 -1.5319
C 0.0164 0.9716 0.1824
N -0.5316 -0.1461 0.7737
*
```

The highest occupied orbital energy is -9.6493 eV. For the frontier orbital gap, the calculation gives 10.203 eV.

Table of Löwdin atomic charges, one value per atom, all in e: H 0.106; C -0.258; C -0.356; H 0.141; C -0.132; H 0.055; O -0.110; H 0.092; H 0.129; N 0.015; H 0.145; O 0.068; N 0.147; H 0.170; H 0.146; H 0.120; C -0.497; N 0.018

The following is a DFT calculation (ωB97M-V/def2-TZVPD) of an isolated molecule of C4H9N3O2.

Structure (ORCA input):
```
! wB97M-V def2-TZVPD RIJCOSX def2/J DEFGRID3
* xyz 0 1
H -3.1780 -0.3966 0.0627
O 2.6631 -0.8804 0.0110
N 0.1098 -1.2765 -0.0885
C 1.9252 0.0483 -0.0263
N 2.1755 1.3625 -0.0211
N -1.8299 0.5028 1.4033
H -1.0239 0.3360 -1.7665
H 3.1158 1.7799 0.0242
C -1.9012 0.7724 -1.2445
H 1.3985 2.0417 0.1647
H -2.6991 0.6393 -1.9330
O 0.5063 -0.0219 0.0151
H -0.7983 0.7171 1.5559
H -2.3991 1.3142 1.4604
H -1.6726 -2.2341 -0.1482
C -1.1698 -1.2671 -0.0609
C -2.1045 -0.0454 0.0653
H -1.7842 1.8498 -1.0861
*
```

The highest occupied orbital energy is -9.5816 eV. For the frontier orbital gap, the calculation gives 10.251 eV.

Table of Löwdin atomic charges, one value per atom, all in e: H 0.138; O 0.130; N 0.060; C -0.587; N 0.167; N 0.029; H 0.075; H 0.131; C -0.058; H 0.136; H 0.052; O -0.119; H 0.096; H 0.049; H 0.117; C -0.097; C -0.395; H 0.076

The following is a DFT calculation (ωB97M-V/def2-TZVPD) of a 2-piece molecular cluster, C4H9N3O2S overall.

Structure (ORCA input):
```
! wB97M-V def2-TZVPD RIJCOSX def2/J DEFGRID3
* xyz 0 1
N -0.3597 0.6746 1.4717
H -2.4531 0.8631 -1.6274
H -0.8432 1.0997 2.2816
C -0.8656 1.0755 0.3983
N 1.7050 2.1909 -1.1484
H 2.1043 -1.0158 2.3832
H 1.8512 -3.4210 0.9726
H 1.9755 -0.2441 0.9896
H -1.7586 1.7422 0.4328
H -1.4761 2.2032 -2.2786
S 0.3534 -2.0705 1.3232
O 0.9700 -3.4857 1.5543
C 0.7168 1.5971 -1.0611
C -1.5336 1.0855 -2.0674
C -0.4192 0.7713 -0.9928
O -0.1106 -2.0352 -0.0225
H -1.3506 0.5309 -3.0780
H -0.4210 -0.3425 -0.9167
N 1.9151 -1.2194 1.3856
*
```

The highest occupied orbital energy is -9.6425 eV. For the frontier orbital gap, the calculation gives 10.330 eV.

Table of Löwdin atomic charges, one value per atom, all in e: N 0.085; H 0.041; H 0.086; C -0.242; N 0.176; H 0.047; H 0.132; H 0.048; H 0.134; H 0.100; S 0.741; O -0.328; C -0.239; C -0.034; C -0.352; O -0.455; H 0.119; H 0.116; N -0.175

The following is a DFT calculation (ωB97M-V/def2-TZVPD) of C4H9N3OP as an isolated structure.

Structure (ORCA input):
```
! wB97M-V def2-TZVPD RIJCOSX def2/J DEFGRID3
* xyz 1 1
H 1.7168 1.1207 0.6112
H -2.4937 1.8182 0.7034
C -3.2213 0.2495 -0.0453
N 0.1540 -0.2591 0.3648
H -2.5556 -2.7405 -0.4127
H 0.1742 -2.1615 1.2680
C -0.7467 0.7711 0.1501
O -4.3702 0.4285 0.0628
C 1.5781 -0.0025 0.3945
H 0.7066 1.8027 -1.0766
C -0.0906 -1.6850 0.4330
N -2.1053 0.9561 0.4127
P -1.8072 -1.5731 -0.2794
H -0.2340 2.7075 -0.0401
H 2.0651 -0.6270 1.3088
H -1.4651 -1.4898 -1.7394
H 2.0015 -0.2330 -0.5025
N -0.1761 1.8465 -0.5347
*
```

The highest occupied orbital energy (spin up / spin down) is -12.1980 / -12.2017 eV. For the frontier orbital gap (spin up / spin down), the calculation gives 7.495 / 7.496 eV.

Table of Löwdin atomic charges, one value per atom, all in e: H 0.123; H 0.151; C -0.378; N -0.216; H -0.037; H 0.014; C -0.346; O 0.170; C -0.032; H 0.129; C -0.184; N 0.077; P 1.022; H 0.104; H 0.173; H 0.036; H 0.063; N 0.132

The following is a DFT calculation (ωB97M-V/def2-TZVPD) of an isolated molecule of C4H9N3S.

Structure (ORCA input):
```
! wB97M-V def2-TZVPD RIJCOSX def2/J DEFGRID3
* xyz 0 1
H 1.0113 -2.6674 1.1129
C 0.6237 -1.8915 0.5020
S -2.8208 -0.4546 -0.1540
H -0.8847 0.5490 -1.7904
H -1.1612 -1.8038 1.2464
N -0.4561 -1.1659 0.8209
H -0.7709 2.3979 0.2074
H 1.1194 1.8455 -1.2516
C -1.1957 -0.5174 -0.2713
N 1.0706 -1.9846 -0.7588
H 0.5998 -1.3465 -1.5095
C 0.7226 0.9692 -0.4579
N -0.3214 0.1819 -1.1166
H 0.8410 2.6280 1.0285
C 0.1760 1.7773 0.7091
H 1.5075 0.4123 0.1023
H -0.0611 1.0706 1.5806
*
```

The highest occupied orbital energy is -8.8851 eV. For the frontier orbital gap, the calculation gives 8.779 eV.

Table of Löwdin atomic charges, one value per atom, all in e: H 0.099; C -0.297; S 0.694; H 0.075; H 0.120; N -0.029; H 0.129; H 0.180; C -0.858; N 0.053; H 0.062; C -0.281; N -0.061; H 0.075; C -0.147; H 0.103; H 0.083

The following is a DFT calculation (ωB97M-V/def2-TZVPD) of an isolated molecule of C4H9N3S.

Structure (ORCA input):
```
! wB97M-V def2-TZVPD RIJCOSX def2/J DEFGRID3
* xyz 0 1
H -1.9912 1.9947 0.3190
S 2.3751 -2.5731 -0.2583
C -1.3411 1.1795 0.9037
H 2.4894 -1.3111 1.8679
H 1.3956 0.7651 1.0749
C 1.9974 -1.2965 0.8327
C -1.3190 -0.1851 0.0018
H -0.3465 1.8763 1.1576
H 1.6540 0.3825 -1.3557
H -1.9508 0.8591 1.7259
N 0.8418 0.2790 -0.6713
H -0.9603 -0.8035 0.7355
H -2.3383 -0.3352 -0.3973
N 1.2648 -0.0737 0.6175
H -1.1701 -0.5545 -2.7899
C -0.2476 -0.0906 -1.2571
N -0.3532 -0.1130 -2.5069
*
```

The highest occupied orbital energy is -8.9414 eV. For the frontier orbital gap, the calculation gives 8.855 eV.

Table of Löwdin atomic charges, one value per atom, all in e: H 0.093; S 0.534; C -0.115; H 0.074; H 0.084; C -0.596; C -0.106; H 0.112; H 0.179; H 0.034; N -0.037; H 0.035; H 0.104; N -0.070; H 0.014; C -0.478; N 0.139

The following is a DFT calculation (ωB97M-V/def2-TZVPD) of an isolated molecule of C4H9N3S.

Structure (ORCA input):
```
! wB97M-V def2-TZVPD RIJCOSX def2/J DEFGRID3
* xyz 0 1
C -0.6952 0.8090 0.9098
H -1.7928 -1.8876 -0.9968
C -0.7288 -0.4775 0.2022
H -1.6336 -0.1356 -1.5715
H -0.6909 -1.0930 1.1989
H -1.6276 1.0615 1.5949
C -1.8422 -0.7598 -0.7062
S -0.3587 2.0276 -0.4458
H 1.8901 1.8527 0.3987
N 2.6560 -0.3929 -0.0727
N 1.3830 1.3490 -0.5118
H 0.2198 0.9489 1.6044
N 0.4174 -0.8564 -0.3562
H 0.7125 -1.9256 0.0722
H 3.5688 0.0498 -0.3733
H -2.9378 -0.5270 -0.6056
C 1.4599 -0.0434 -0.3410
*
```

The highest occupied orbital energy is -8.6426 eV. For the frontier orbital gap, the calculation gives 9.108 eV.

Table of Löwdin atomic charges, one value per atom, all in e: C -0.434; H 0.117; C -0.667; H 0.052; H 0.171; H 0.135; C -0.081; S 0.824; H 0.158; N 0.072; N -0.243; H 0.104; N 0.041; H 0.257; H 0.071; H 0.097; C -0.675

Record-wise maximum force values, in eV/A: 2.1; 6.2; 5.8; 4.8; 4.0; 3.4; 3.6; 3.9; 7.8; 8.1; 7.2; 8.2